(1)
125
Properties=species:S:1:pos:R:3:forces:R:3 method="wB97M-V/def2-TZVPD" gap_ev=7.70 multiplicity=1 total_charge=0 smiles="CC[C@H](F)N1c2cccc(C(F)(F)F)c2Sc2c1ccc(CON=O)c2CC=O.ClCCCl.ClCCCl.ClCCCl.ClCCCl.ClCCCl.ClCCCl.ClCCCl.ClCCCl.ClCCCl.ClCCCl" lumo_ev=-0.34
C 4.014 -3.042 0.149 -0.239 -0.319 -0.188
C 2.705 -3.608 -0.446 0.466 -0.451 0.450
C 2.638 -3.507 -1.952 -0.317 -0.136 -0.246
F 3.862 -3.974 -2.440 -0.113 0.074 -0.034
N 2.387 -2.156 -2.515 1.118 0.335 0.770
C 3.322 -1.720 -3.500 -0.170 -0.208 -0.661
C 3.211 -2.278 -4.772 0.139 -0.022 0.381
C 4.076 -1.905 -5.777 -0.056 -0.124 -0.384
C 5.046 -0.939 -5.565 0.051 -0.035 0.254
C 5.167 -0.360 -4.312 -0.074 -0.313 -0.364
C 6.205 0.716 -4.116 -0.745 0.685 0.052
F 7.088 0.448 -3.135 0.081 -0.063 -0.282
F 5.609 1.890 -3.770 0.191 -0.167 -0.046
F 6.876 0.979 -5.249 0.236 -0.264 0.316
C 4.305 -0.763 -3.285 0.039 0.543 0.611
S 4.465 0.005 -1.693 0.083 -0.271 0.009
C 2.809 -0.143 -1.105 0.349 0.078 -0.278
C 1.994 -1.164 -1.571 -0.635 0.013 0.066
C 0.683 -1.207 -1.115 -0.324 -0.064 -0.120
C 0.212 -0.271 -0.225 -0.060 0.394 0.420
C 1.034 0.746 0.256 0.121 -0.157 -0.233
C 0.451 1.750 1.214 -0.221 0.055 -0.018
O 0.869 1.552 2.582 0.344 0.104 -0.171
N 0.853 0.157 2.957 -0.175 0.075 0.227
O -0.218 -0.203 3.226 -0.034 -0.053 -0.117
C 2.351 0.813 -0.193 -0.284 0.182 0.420
C 3.271 1.913 0.266 0.474 0.076 -0.636
C 4.511 1.422 0.999 -0.398 -0.208 0.383
O 4.464 0.568 1.847 0.163 0.269 -0.274
H 4.604 -2.535 -0.612 -0.014 0.246 0.146
H 3.851 -2.414 1.022 -0.093 0.122 -0.482
H 4.622 -3.881 0.493 0.063 0.057 0.038
H 2.713 -4.680 -0.232 -0.218 -0.037 -0.146
H 1.817 -3.230 0.053 -0.025 0.185 -0.185
H 1.902 -4.199 -2.368 -0.038 0.025 0.029
H 2.431 -3.014 -4.946 0.474 0.120 0.268
H 3.972 -2.350 -6.758 0.004 -0.011 0.007
H 5.701 -0.631 -6.366 0.009 -0.040 -0.004
H 0.012 -1.977 -1.475 0.092 -0.048 -0.105
H -0.812 -0.274 0.127 -0.069 -0.244 -0.130
H 0.768 2.764 0.976 0.029 0.009 0.088
H -0.639 1.746 1.154 -0.009 -0.179 0.040
H 3.607 2.466 -0.619 0.032 0.026 0.040
H 2.783 2.640 0.914 -0.056 -0.141 0.128
H 5.458 1.921 0.722 0.030 -0.040 0.107
Cl -3.335 0.902 0.946 0.046 -0.059 -0.050
C -3.680 0.593 2.676 0.050 0.121 -0.005
C -4.640 1.623 3.210 -0.114 0.070 -0.026
Cl -3.910 3.254 3.297 0.102 -0.064 -0.019
H -2.737 0.593 3.217 0.045 0.074 -0.084
H -4.111 -0.403 2.736 -0.118 0.040 -0.067
H -4.948 1.365 4.218 0.039 0.015 0.038
H -5.528 1.712 2.590 0.305 -0.070 0.135
Cl -1.331 -5.347 -7.122 -0.003 0.008 0.022
C -1.333 -3.727 -7.867 -0.066 0.021 -0.038
C 0.062 -3.199 -8.077 -0.023 0.048 -0.066
Cl 0.888 -2.827 -6.538 -0.474 -0.045 -0.553
H -1.915 -3.067 -7.229 0.028 -0.021 0.052
H -1.838 -3.819 -8.827 0.037 -0.018 -0.019
H 0.020 -2.271 -8.644 -0.031 0.021 0.036
H 0.679 -3.910 -8.619 0.007 -0.043 0.058
Cl 7.962 -4.944 -5.325 0.014 0.012 -0.002
C 7.727 -5.254 -3.584 0.034 -0.086 0.084
C 6.731 -4.305 -2.970 0.011 -0.136 -0.015
Cl 7.363 -2.640 -2.911 -0.128 0.000 0.031
H 8.698 -5.183 -3.099 0.022 0.069 -0.049
H 7.361 -6.275 -3.489 -0.043 0.012 -0.026
H 6.519 -4.602 -1.944 0.032 0.012 0.009
H 5.798 -4.287 -3.522 0.052 0.055 -0.067
Cl 4.775 -2.349 3.218 0.222 -0.079 0.456
C 3.498 -1.735 4.292 0.004 0.187 0.002
C 2.645 -2.845 4.844 -0.009 0.032 0.100
Cl 1.653 -3.616 3.574 0.003 -0.023 -0.018
H 2.906 -1.021 3.724 0.052 -0.043 -0.056
H 3.990 -1.205 5.107 0.008 -0.057 0.036
H 1.956 -2.444 5.586 -0.035 0.028 -0.042
H 3.248 -3.619 5.311 0.005 -0.043 -0.071
Cl -4.482 -0.942 5.324 0.017 -0.183 0.187
C -4.892 -1.744 6.865 -0.045 -0.129 0.044
C -5.398 -0.766 7.892 -0.060 -0.005 0.051
Cl -4.120 0.344 8.449 -0.006 0.019 -0.019
H -4.006 -2.267 7.213 0.050 0.067 -0.018
H -5.665 -2.478 6.644 -0.034 0.043 -0.026
H -5.754 -1.309 8.766 0.035 -0.026 0.000
H -6.215 -0.165 7.500 0.033 0.030 -0.029
Cl 12.153 -0.561 -0.221 0.019 -0.004 -0.007
C 11.278 -0.324 -1.757 -0.005 0.069 -0.049
C 10.369 -1.479 -2.083 -0.040 0.062 -0.016
Cl 11.275 -2.963 -2.483 -0.013 -0.024 0.024
H 12.016 -0.166 -2.540 0.040 -0.048 0.025
H 10.686 0.583 -1.649 -0.034 -0.023 0.026
H 9.766 -1.236 -2.955 0.043 0.033 -0.025
H 9.703 -1.709 -1.256 0.037 -0.032 0.026
Cl -7.736 1.486 1.934 -0.436 -0.051 -0.178
C -7.208 2.365 0.468 0.252 0.078 0.109
C -8.220 2.265 -0.641 -0.026 0.096 -0.031
Cl -8.352 0.608 -1.292 -0.025 -0.008 0.010
H -6.242 1.959 0.172 -0.048 -0.096 -0.017
H -7.063 3.409 0.749 -0.134 -0.240 0.062
H -7.921 2.909 -1.466 0.038 -0.020 -0.004
H -9.207 2.570 -0.303 -0.007 -0.037 0.021
Cl -2.235 7.316 2.221 0.059 0.020 0.005
C -2.596 6.521 3.780 -0.028 -0.108 0.060
C -3.185 7.476 4.783 -0.051 0.006 0.035
Cl -2.004 8.694 5.334 -0.002 0.020 -0.013
H -1.676 6.074 4.148 0.046 0.060 -0.037
H -3.313 5.732 3.573 -0.047 0.069 -0.011
H -3.508 6.923 5.663 0.026 -0.029 -0.005
H -4.042 8.004 4.372 0.024 0.019 -0.018
Cl -6.204 6.310 2.882 -0.014 -0.032 0.000
C -5.731 7.231 1.429 0.041 0.050 -0.076
C -6.805 7.216 0.372 -0.003 0.139 0.006
Cl -7.013 5.592 -0.343 -0.022 0.239 -0.102
H -4.800 6.812 1.059 -0.032 -0.033 0.025
H -5.548 8.257 1.745 -0.021 0.004 -0.002
H -6.527 7.887 -0.438 0.046 -0.041 -0.021
H -7.767 7.530 0.769 -0.016 -0.081 0.033
Cl -10.838 -0.646 2.840 0.001 -0.023 0.035
C -11.325 -0.300 1.161 0.075 0.117 -0.068
C -12.300 -1.316 0.627 -0.075 0.034 -0.040
Cl -11.549 -2.917 0.401 -0.006 -0.011 0.015
H -10.422 -0.257 0.556 0.024 -0.054 0.035
H -11.789 0.686 1.162 -0.046 -0.020 0.024
H -12.663 -0.994 -0.347 0.044 0.008 -0.016
H -13.151 -1.438 1.293 0.033 -0.040 0.039

(2)
17
Properties=species:S:1:pos:R:3:forces:R:3 method="wB97M-V/def2-TZVPD" gap_ev="6.60 / 6.69" multiplicity=1 total_charge=0 relative_energy_kcal_mol=200.0 lumo_ev="0.42 / 0.41"
C 1.612 0.068 -0.148 0.055 1.958 -4.967
C -0.183 -0.631 0.987 -7.335 -2.377 -2.056
C -0.050 0.260 -0.042 6.661 -0.480 2.735
N 2.224 1.235 -0.520 0.520 0.743 0.693
N 0.232 -1.850 1.393 1.643 0.100 1.085
N -0.580 1.552 -0.040 -0.792 0.473 -0.713
C -2.596 -0.590 -0.505 1.722 2.607 -0.186
N -1.414 -0.944 -0.168 -0.877 -2.286 2.597
O 2.181 -0.986 -0.378 -0.689 0.181 1.338
H 1.869 2.112 -0.170 0.244 -0.152 -0.046
H 3.219 1.218 -0.693 0.063 -0.083 0.071
H -0.385 -2.632 1.206 0.133 0.527 0.327
H 1.232 -2.027 1.408 -0.308 -0.340 -0.621
H -1.338 1.627 -0.714 -0.054 0.162 0.080
H 0.065 2.300 -0.260 -0.008 -0.395 -0.109
H -2.626 0.510 -0.641 -1.656 -0.421 0.272
H -3.462 -1.223 -0.713 0.677 -0.217 -0.501

(3)
61
Properties=species:S:1:pos:R:3:forces:R:3 method="wB97M-V/def2-TZVPD" s2=6.00 gap_ev="7.94 / 7.95" multiplicity=5 total_charge=0 relative_energy_kcal_mol=35.8 lumo_ev="-0.30 / -0.30"
Ho 0.130 -1.049 0.093 -0.617 1.328 -0.191
N 1.022 -1.110 3.618 -0.454 0.095 -0.400
C -0.009 -1.955 3.229 1.590 0.833 0.771
N -0.681 -2.595 4.121 -1.162 -1.169 1.036
N -1.500 -3.412 3.423 0.493 0.641 -1.081
N -1.278 -3.212 2.147 -1.660 -1.405 0.657
N -0.342 -2.294 1.999 1.080 1.092 -0.696
C 2.006 -0.663 2.789 0.137 -0.403 -0.151
N 3.258 -0.486 3.172 -0.145 0.747 1.243
N 3.881 0.030 2.143 0.221 -0.618 -1.687
N 3.093 0.024 1.095 0.460 0.489 0.678
N 1.866 -0.373 1.498 -0.557 -0.407 0.007
H 1.252 -1.151 4.592 0.068 -0.065 0.249
N -0.987 -0.605 -2.145 -1.128 0.698 0.524
C -2.031 -1.661 -2.057 1.018 -0.475 0.678
C -1.483 -2.985 -2.582 -0.468 -1.447 1.496
C -0.179 -3.531 -1.960 -1.712 0.001 0.975
N -0.250 -3.364 -0.480 0.997 -0.182 -1.456
H -1.450 0.325 -1.919 1.158 -1.393 -0.601
H -0.513 -0.625 -3.039 -0.221 0.372 -0.191
H -2.974 -1.453 -2.549 -0.049 0.333 -0.230
H -2.252 -1.748 -0.982 -0.294 -0.067 -0.233
H -1.261 -2.877 -3.614 -0.325 -0.215 -1.275
H -2.230 -3.808 -2.363 0.386 1.068 -0.773
H 0.620 -2.945 -2.318 1.324 0.434 -0.409
H -0.063 -4.588 -2.233 0.128 0.345 -0.129
H 0.514 -3.891 -0.065 -0.087 0.013 0.249
H -1.092 -3.780 -0.129 -0.519 -0.158 0.585
C -3.794 -0.043 0.976 2.437 -1.206 1.294
C -2.591 0.920 0.885 -1.274 0.282 -0.748
O -1.509 0.344 0.307 0.535 -0.359 -0.223
C -3.071 2.165 -0.006 1.167 -1.392 0.658
F -3.746 3.039 0.728 -0.754 0.158 -0.230
F -2.061 2.816 -0.574 0.700 0.377 0.024
F -3.790 1.713 -1.063 -0.490 0.243 0.427
C -2.235 1.319 2.330 1.521 -0.524 -1.622
F -1.320 2.324 2.297 -0.445 -0.375 0.607
F -1.647 0.211 2.847 -0.034 0.764 0.566
F -3.246 1.639 3.089 -0.568 0.542 0.686
H -4.036 -0.386 0.010 -0.501 -0.301 -1.082
H -4.601 0.404 1.481 -1.202 0.442 0.460
H -3.417 -0.932 1.574 -0.606 0.946 -0.596
C 2.880 -1.146 -2.433 -0.248 0.009 0.309
O 2.227 -1.144 -1.176 -1.248 -0.409 0.523
H 3.942 -1.253 -2.189 -0.098 -0.193 -0.821
H 2.676 -0.203 -2.953 0.202 -0.101 -0.048
H 2.430 -1.982 -2.994 0.707 0.295 -0.002
H 2.773 -0.709 -0.492 0.602 0.412 0.232
C 3.798 2.736 -0.544 0.024 -0.365 -1.699
Sb 1.640 2.530 -0.801 0.413 -0.497 0.879
C 1.074 3.777 0.889 -0.080 1.626 -1.291
C 1.338 4.048 -2.242 -1.641 1.376 0.438
H 4.085 3.430 0.206 -0.020 0.485 0.979
H 4.211 3.162 -1.481 -0.278 -0.256 0.235
H 4.287 1.771 -0.383 -0.272 0.236 0.136
H 1.757 4.662 0.939 -0.403 -0.633 -0.281
H 1.205 3.269 1.813 -0.245 -0.657 0.741
H 0.037 4.183 0.746 0.874 -0.645 0.298
H 1.724 4.964 -1.757 0.205 -0.286 -0.615
H 0.212 4.245 -2.248 1.345 -0.456 -0.273
H 1.701 3.909 -3.265 0.012 -0.024 0.398

no.,DFT total energy (eV),molecular weight (g/mol)
1,-322627.7462,1418.01
2,-12277.7639,128.13
3,-83047.1246,770.11